Entry 1:
Here is a cluster of 2 separate species, CH8NO in total at a distorted geometry from the Open Molecules 2025 dataset. Energies are from wB97M-V/def2-TZVPD.

```
11
Properties=species:S:1:pos:R:3:forces:R:3:mulliken_charge:R:1
N 0.375039 1.939232 -0.235333 0.0688 0.6213 -0.4706 -0.503
H -0.494221 2.454590 -0.012224 0.4459 -0.2809 -0.1079 0.386
H 1.178151 2.586364 -0.144642 -0.4510 -0.3397 -0.2003 0.394
H 0.464479 1.138020 0.423023 -0.2586 -0.0237 -0.7517 0.347
H 0.286412 1.575517 -1.217869 0.1988 0.2335 1.1939 0.379
C 0.139017 -1.827273 0.040168 -0.7977 2.2529 -0.4145 -0.441
O -0.574561 -0.490817 0.169621 1.5112 -0.5767 -4.4869 -0.600
H 0.247969 -1.979889 -1.163735 0.6284 0.5055 3.3328 0.216
H 0.966635 -1.505885 0.815938 -0.7320 -2.3716 -2.1927 0.291
H -0.622916 -2.573677 0.345080 1.0590 0.1504 0.2170 0.224
H -0.889395 -0.379501 1.003789 -1.6729 -0.1709 3.8808 0.307
```
Positions in Å, forces in eV/Å.

Output
- gap between HOMO and LUMO (eV) = 10.959
- LUMO level (eV) = -4.118
- total energy (eV) = -4696.2032
- strongest force on any atom (Eh/bohr) = 0.0928
- ΔE to the lowest compared entry with this formula, charge and spin (kJ/mol) = 177.6
- charge = +1
- highest occupied orbital energy (eV) = -15.08

Entry 2:
Here is a cluster of 2 separate species, C3H7NO3P in total at a distorted geometry from the Open Molecules 2025 dataset. Energies are from wB97M-V/def2-TZVPD.

```
15
Properties=species:S:1:pos:R:3:forces:R:3:mulliken_charge:R:1
C 0.898991 0.328043 -0.222450 -0.2839 1.9327 1.2816 -0.438
C 0.186550 1.190380 -1.321792 -0.1567 -5.2227 0.2141 -0.801
C -0.540696 0.776744 -0.101695 -1.0372 0.9342 1.1045 -0.090
N -0.769489 -2.617692 1.321198 -1.0958 -0.1878 0.9714 -0.561
O -3.526311 -1.616532 1.119652 0.9246 0.1958 0.2937 -0.631
O -3.410041 -1.977880 -1.366996 -1.0968 -0.5385 -3.7457 -0.576
O -1.358905 -2.803725 0.036102 -2.7428 0.7581 -0.3021 -0.234
P -2.733153 -1.702500 -0.143923 2.4186 -0.1380 3.3341 0.705
H 1.043066 -0.757120 -0.300995 0.3332 0.6427 -0.4384 0.269
H 1.623776 0.934783 0.407432 -0.6833 -1.2112 -0.6785 0.154
H 0.521069 2.105080 -1.551266 1.1914 3.5827 -0.1961 0.331
H 0.173332 0.586700 -2.237779 -0.8253 0.1648 0.1944 0.168
H -0.884546 1.596067 0.664093 0.7428 -1.7500 -1.5032 0.084
H -0.215280 -1.855272 1.022839 1.0700 1.3790 1.0054 0.311
H -1.522735 -2.250153 2.000545 1.2411 -0.5418 -1.5353 0.308
```
Positions in Å, forces in eV/Å.

Output
- gap between HOMO and LUMO (alpha / beta) (eV) = 8.265 / 6.468
- LUMO level (alpha / beta) (eV) = 3.810 / 3.387
- total energy (eV) = -20143.2832
- strongest force on any atom (Eh/bohr) = 0.1017
- ΔE to the lowest compared entry with this formula, charge and spin (kJ/mol) = 594.4
- charge = -1
- highest occupied orbital energy (alpha / beta) (eV) = -4.46 / -3.08

Entry 3:
Here is a structure of composition C4H8AgBrO2S at a distorted geometry from the Open Molecules 2025 dataset. Energies are from wB97M-V/def2-TZVPD.

```
17
Properties=species:S:1:pos:R:3:forces:R:3:mulliken_charge:R:1
Ag -10.580317 10.174972 -24.378585 -0.1333 -0.1625 0.1302 0.815
Br -12.300680 9.088016 -22.354447 0.3150 0.1302 -0.3724 0.180
C -16.158640 10.232849 -19.875557 2.5168 -0.3185 0.2704 -0.524
C -15.009162 9.447300 -19.153114 -1.2728 0.0761 1.4697 -0.657
C -13.810470 10.382983 -18.948674 1.3156 -2.1635 -1.4158 -0.132
S -14.376016 12.033169 -18.651922 -1.1287 -0.5725 0.6067 1.085
O -13.647411 12.921197 -19.448128 0.9465 1.4861 -1.0304 -0.450
O -14.587043 12.199101 -17.212537 -0.1336 -0.2304 -0.7030 -0.327
C -16.090524 11.681120 -19.353786 -3.0472 -0.1067 0.1822 -0.588
H -17.141584 9.786146 -19.725991 -0.0115 0.2383 0.3123 0.345
H -15.895654 10.107305 -20.925877 -0.3505 0.7544 -0.1949 0.288
H -14.748067 8.589666 -19.773096 0.3648 0.0309 0.2198 0.414
H -15.326451 9.085279 -18.175172 -0.1936 -0.1504 -0.0874 0.340
H -13.267315 10.279909 -19.888066 -0.2047 1.4052 -0.5610 -0.134
H -12.941380 10.191257 -18.319356 -0.7067 -0.3447 1.1056 0.496
H -16.524861 12.455232 -19.986403 1.2635 0.3774 -0.6506 0.448
H -16.788197 11.829432 -18.529563 0.4605 -0.4495 0.7187 0.401
```
Positions in Å, forces in eV/Å.

Output
- spin multiplicity = 3
- gap between HOMO and LUMO (alpha / beta) (eV) = 9.970 / 6.345
- LUMO level (alpha / beta) (eV) = -8.967 / -12.406
- total energy (eV) = -93226.2668
- strongest force on any atom (Eh/bohr) = 0.0594
- charge = +2
- highest occupied orbital energy (alpha / beta) (eV) = -18.94 / -18.75
- <S²> = 2.012

Entry 4:
Here is a structure of composition C16H16IrN4O3 from the Open Molecules 2025 dataset. Energies are from wB97M-V/def2-TZVPD.

```
40
Properties=species:S:1:pos:R:3:forces:R:3:mulliken_charge:R:1
Ir 1.555617 -0.895976 0.112192 0.1996 0.2810 -0.2842 1.362
O 2.951986 -0.625254 -1.310895 0.1655 -0.1486 0.1486 -0.715
C 3.073891 0.306162 -2.191488 -0.1776 0.0356 -0.0377 1.031
C 4.159949 0.184642 -3.098727 -0.0774 -0.0225 0.0590 -0.484
C 4.362731 1.109536 -4.072162 -0.0518 0.1687 -0.0905 -0.319
C 3.503871 2.239640 -4.219772 0.1750 -0.1051 -0.0732 -0.634
C 2.466299 2.401336 -3.369686 -0.0607 -0.0546 0.0959 -0.924
C 2.194964 1.459266 -2.324444 0.1460 0.0193 -0.0693 0.540
C 1.113785 1.758351 -1.493219 0.0547 -0.1707 -0.0067 -0.151
N 0.739911 1.000990 -0.474490 -0.2420 0.3393 0.0737 0.111
N -0.282819 1.427176 0.251076 0.2558 -0.2991 0.0183 -0.758
C -0.420913 0.660384 1.357797 -0.0576 0.1766 0.1956 0.588
O 0.420912 -0.246596 1.694141 -0.2623 -0.1462 -0.0521 -0.966
C -1.568001 0.932347 2.226658 0.0610 0.0351 -0.0711 0.492
C -2.396836 2.026759 1.968812 -0.0689 -0.0034 0.0232 -0.219
C -3.490996 2.264872 2.781735 0.0319 -0.0164 -0.0033 -0.673
C -3.760150 1.415624 3.847559 0.0030 -0.0155 0.0054 -0.346
C -2.934673 0.326971 4.108548 0.0115 0.0179 -0.0093 -0.690
C -1.836386 0.085591 3.303156 0.0064 -0.0034 0.0272 -0.434
H 4.806996 -0.672812 -2.978430 -0.0026 0.0038 -0.0056 0.449
H 5.196858 0.989330 -4.751624 -0.0095 0.0089 -0.0014 0.384
H 3.688250 2.960658 -5.003422 0.0279 -0.0230 0.0018 0.424
H 1.812294 3.259290 -3.463647 -0.0099 -0.0196 0.0246 0.343
H 0.553083 2.672920 -1.665486 -0.0574 -0.0205 0.0151 0.437
H -2.171491 2.682173 1.140430 -0.0044 0.0002 -0.0027 0.458
H -4.131064 3.115242 2.589414 0.0021 -0.0082 0.0047 0.409
H -4.615366 1.606424 4.482658 0.0055 -0.0081 0.0017 0.401
H -3.146289 -0.325026 4.945269 0.0012 0.0047 -0.0046 0.411
H -1.176129 -0.748200 3.500790 -0.0123 0.0033 -0.0035 0.430
C 0.330915 -3.928510 0.776930 -0.0039 -0.0473 0.0209 -0.852
N -1.005569 -3.421871 0.525207 -0.0220 -0.0118 0.0811 -0.178
C -1.262151 -2.355952 -0.248079 -0.0158 0.0509 -0.1559 0.773
N -2.554956 -2.015992 -0.437732 0.0051 0.0174 0.0278 -0.405
O -0.365740 -1.675266 -0.801503 -0.0235 -0.0981 0.1013 -0.821
H 0.245532 -4.921274 1.212055 -0.0098 0.0021 -0.0230 0.342
H 0.880489 -3.303252 1.485912 0.0087 0.0552 -0.0031 0.220
H 0.891054 -4.010652 -0.152242 -0.0058 0.0219 -0.0210 0.332
H -1.775358 -3.860680 0.999758 0.0104 -0.0112 0.0052 0.202
H -3.313918 -2.623530 -0.186106 -0.0009 -0.0074 -0.0127 0.176
H -2.740600 -1.254838 -1.066946 0.0047 -0.0012 -0.0003 0.254
```
Positions in Å, forces in eV/Å.

Output
- spin multiplicity = 5
- gap between HOMO and LUMO (alpha / beta) (eV) = 7.422 / 5.829
- LUMO level (alpha / beta) (eV) = -3.585 / -5.868
- total energy (eV) = -31784.9046
- strongest force on any atom (Eh/bohr) = 0.0087
- charge = +1
- highest occupied orbital energy (alpha / beta) (eV) = -11.01 / -11.70
- <S²> = 6.041

- Number 2 is which compound?
  C3H7NO3P

- Look up the charge of the fourth one.
  +1

What did the third record say?
Here is a structure of composition C4H8AgBrO2S at a distorted geometry from the Open Molecules 2025 dataset. Energies are from wB97M-V/def2-TZVPD.

```
17
Properties=species:S:1:pos:R:3:forces:R:3:mulliken_charge:R:1
Ag -10.580317 10.174972 -24.378585 -0.1333 -0.1625 0.1302 0.815
Br -12.300680 9.088016 -22.354447 0.3150 0.1302 -0.3724 0.180
C -16.158640 10.232849 -19.875557 2.5168 -0.3185 0.2704 -0.524
C -15.009162 9.447300 -19.153114 -1.2728 0.0761 1.4697 -0.657
C -13.810470 10.382983 -18.948674 1.3156 -2.1635 -1.4158 -0.132
S -14.376016 12.033169 -18.651922 -1.1287 -0.5725 0.6067 1.085
O -13.647411 12.921197 -19.448128 0.9465 1.4861 -1.0304 -0.450
O -14.587043 12.199101 -17.212537 -0.1336 -0.2304 -0.7030 -0.327
C -16.090524 11.681120 -19.353786 -3.0472 -0.1067 0.1822 -0.588
H -17.141584 9.786146 -19.725991 -0.0115 0.2383 0.3123 0.345
H -15.895654 10.107305 -20.925877 -0.3505 0.7544 -0.1949 0.288
H -14.748067 8.589666 -19.773096 0.3648 0.0309 0.2198 0.414
H -15.326451 9.085279 -18.175172 -0.1936 -0.1504 -0.0874 0.340
H -13.267315 10.279909 -19.888066 -0.2047 1.4052 -0.5610 -0.134
H -12.941380 10.191257 -18.319356 -0.7067 -0.3447 1.1056 0.496
H -16.524861 12.455232 -19.986403 1.2635 0.3774 -0.6506 0.448
H -16.788197 11.829432 -18.529563 0.4605 -0.4495 0.7187 0.401
```
Positions in Å, forces in eV/Å.

Output
- spin multiplicity = 3
- gap between HOMO and LUMO (alpha / beta) (eV) = 9.970 / 6.345
- LUMO level (alpha / beta) (eV) = -8.967 / -12.406
- total energy (eV) = -93226.2668
- strongest force on any atom (Eh/bohr) = 0.0594
- charge = +2
- highest occupied orbital energy (alpha / beta) (eV) = -18.94 / -18.75
- <S²> = 2.012